No. 1
C19H32AlBrCl33NO4P as an isolated structure in a non-equilibrium geometry. Source: the Open Molecules 2025 dataset; level of theory: wB97M-V/def2-TZVPD.

Calculated values
- highest occupied orbital energy (Eh) = -0.153
- LUMO (eV) = 1.569

Structure (ORCA input):
```
! RIJCOSX wB97M-V def2-TZVPD def2/J DEFGRID3
* xyz -1 1
C 3.64918 0.61340 -3.79125
C 3.01612 1.15919 -2.42843
C 1.55892 1.76328 -2.76394
Br 1.10858 3.00457 -1.27439
Al 0.18483 0.19640 -2.72960
C -0.99317 0.17643 -4.39650
C -0.71814 1.37056 -5.42116
O -0.95141 2.66912 -4.84924
O 1.19383 -1.34162 -2.44514
C 0.60172 -2.51914 -3.00859
C 1.66533 -3.17028 -3.99682
C 1.55335 -2.65363 -5.49374
O 1.63571 -4.61336 -3.87077
P -1.20960 0.57315 -0.84835
N -2.70782 -0.38983 -1.27622
O -0.42005 -0.09334 0.53398
H 4.57749 -0.02561 -3.61568
H 2.86517 -0.05478 -4.28179
H 3.89454 1.48980 -4.47808
H 3.71789 1.96183 -2.01933
H 2.97990 0.34198 -1.64849
H 1.64841 2.24795 -3.78244
H -1.01628 -0.82834 -4.94817
H -2.07335 0.32615 -4.03492
H 0.30036 1.24175 -5.90324
H -1.48182 1.24991 -6.26691
H -0.11232 3.13820 -4.69814
H -0.43172 -2.37580 -3.44902
H 0.47360 -3.26182 -2.14089
H 2.69440 -2.83561 -3.62201
H 0.50362 -2.87292 -5.83946
H 1.78261 -1.54077 -5.58831
H 2.28969 -3.24339 -6.11518
H 1.99528 -4.78982 -2.97888
H -2.44949 -0.96233 -2.09896
H -3.44255 0.26470 -1.56333
H 0.25289 -0.72439 0.20362
C -3.51262 -0.43951 2.40222
Cl -2.22243 -1.16560 3.38370
Cl -4.05883 1.08661 3.13763
Cl -2.96057 -0.18362 0.72146
H -4.35503 -1.12773 2.38337
C -0.12216 -3.01705 -9.07351
Cl -1.78787 -3.60190 -8.95587
Cl 0.14773 -1.67926 -7.95002
Cl 1.02075 -4.33228 -8.76625
H 0.04095 -2.65300 -10.08411
C 5.44558 3.62524 0.29985
Cl 4.72138 4.72956 -0.87633
Cl 4.35514 2.27795 0.64190
Cl 7.00660 3.03014 -0.28520
H 5.61373 4.17217 1.22374
C -2.22064 0.12684 6.95409
Cl -3.82580 -0.17274 7.63524
Cl -1.88014 1.86197 6.90879
Cl -0.98117 -0.72532 7.88585
H -2.20433 -0.25205 5.93364
C -5.40826 -3.52757 4.53268
Cl -6.31116 -4.42908 5.75938
Cl -6.48924 -2.98126 3.24168
Cl -4.56777 -2.15337 5.26400
H -4.66378 -4.19208 4.09800
C 9.66211 2.49243 2.62332
Cl 8.81139 0.94717 2.50079
Cl 10.43935 2.89648 1.08684
Cl 8.55023 3.77699 3.11794
H 10.43402 2.39852 3.38220
C 12.69640 0.49463 -1.66869
Cl 11.90308 0.89318 -3.19808
Cl 11.50667 0.35706 -0.36831
Cl 13.62901 -1.00153 -1.82314
H 13.38238 1.29988 -1.42000
C -2.45586 -6.61986 5.08547
Cl -2.64408 -4.90592 4.69258
Cl -3.99658 -7.47096 4.90835
Cl -1.21595 -7.35998 4.06467
H -2.13820 -6.69971 6.12157
C -7.06598 4.07567 3.59470
Cl -6.63402 5.05507 2.18698
Cl -8.10095 2.72225 3.11527
Cl -5.61503 3.48709 4.41224
H -7.62075 4.70069 4.28911
C -10.30590 3.18756 0.05297
Cl -11.14807 1.63935 -0.09906
Cl -9.54280 3.63371 -1.47832
Cl -11.42211 4.45346 0.58426
H -9.52717 3.08089 0.80498
C -2.09760 2.49928 10.68012
Cl -3.70315 2.19532 11.35722
Cl -1.75749 4.23462 10.63917
Cl -0.85834 1.64365 11.60809
H -2.08040 2.12442 9.66063
*
```

No. 2
C19H32BN7O2STc as an isolated structure. Source: the Open Molecules 2025 dataset; level of theory: wB97M-V/def2-TZVPD.

Calculated values
- highest occupied orbital energy (alpha / beta) (Eh) = -0.558 / -0.555
- LUMO (alpha / beta) (eV) = -6.006 / -8.234

Structure (ORCA input):
```
! RIJCOSX wB97M-V def2-TZVPD def2/J DEFGRID3
* xyz 2 4
Tc -0.44183 0.30430 0.94853
C -1.90329 -2.83057 2.21245
C -1.11299 -2.80233 0.94971
C -0.84520 -3.86370 0.10620
C -0.07256 -3.35947 -0.93439
C 0.47128 -4.07416 -2.12146
N 0.12253 -2.05388 -0.70938
N -0.51061 -1.69521 0.45255
B 0.78547 -0.98109 -1.61136
N -0.29547 0.06018 -1.97117
N -1.04962 0.62837 -0.97735
C -2.09900 1.25638 -1.56365
C -3.21260 1.90598 -0.81777
C -1.97224 1.12740 -2.93531
C -0.83980 0.35358 -3.16031
C -0.27547 -0.11652 -4.45468
N 1.89245 -0.29280 -0.78922
N 1.58598 0.26378 0.42330
C 2.75809 0.66287 0.98175
C 2.91654 1.25121 2.34630
C 3.78887 0.37818 0.10669
C 3.21043 -0.23452 -1.00057
C 3.86636 -0.76308 -2.22821
H -2.52003 -3.72611 2.22947
H -1.25065 -2.88532 3.08778
H -2.56352 -1.97054 2.29651
H -1.17889 -4.88040 0.22585
H 0.23965 -5.13335 -2.04680
H 0.03261 -3.69302 -3.04390
H 1.55279 -3.96093 -2.18997
H 1.23546 -1.47244 -2.59190
H -3.10788 1.80853 0.25735
H -3.30202 2.95717 -1.09404
H -4.15134 1.42636 -1.09710
H -2.64147 1.51958 -3.68241
H -0.86384 0.28392 -5.27601
H 0.75662 0.21183 -4.57684
H -0.29228 -1.20440 -4.51940
H 2.12789 1.95320 2.61252
H 2.98440 0.46261 3.10085
H 3.85586 1.79814 2.39259
H 4.83604 0.57735 0.25967
H 4.93060 -0.54503 -2.19695
H 3.73999 -1.84300 -2.30574
H 3.44654 -0.31030 -3.12596
N 0.05729 -0.15212 3.03543
C -1.11244 0.06788 3.93288
C -2.30742 0.57941 3.13975
O -3.26811 1.06844 3.63788
O -2.16725 0.41630 1.80247
H 0.37816 -1.11654 3.08805
H 0.84157 0.41529 3.34438
H -0.87243 0.77905 4.71990
H -1.40685 -0.86402 4.41264
C -1.60874 3.69202 1.66744
S -0.09031 2.75019 1.40849
C 0.55080 3.45464 -0.12127
H -1.31925 4.65153 2.09003
H -2.24158 3.15720 2.37217
H -2.13005 3.83024 0.72579
H -0.15289 3.29063 -0.93453
H 1.49864 2.96415 -0.33368
H 0.71701 4.51696 0.04392
*
```

Ordered DFT total energy results: -19442.9434 -1780.4634; unit hartree.
Ordered energy relative to the best compared isomer or geometry (same formula, charge and spin) results: 175.8 0.0; unit kJ/mol.